--- one ---
Entry from the OMol25 dataset: the molecule CH3N3O3 (the ωB97M-V functional and the def2-TZVPD basis).

The calculation puts the HOMO-LUMO gap at 10.19 eV. The structure (SMILES) is NN(C=O)[N+](=O)[O-]. Its net charge is 0. The value obtained for the highest occupied orbital energy is -0.38440 Eh.

Each line ends with the natural charge from an NBO analysis.
CARTESIAN COORDINATES (ANGSTROEM)
C -0.88 0.85 -0.56  0.508
N 0.89 -0.85 -0.80  -0.616
N -0.02 -0.08 0.05  -0.198
N -0.08 -0.39 1.40  0.661
O -0.83 1.02 -1.75  -0.555
O -1.00 0.10 1.97  -0.379
O 0.80 -1.13 1.74  -0.346
H -1.38 1.37 0.28  0.178
H 0.66 -0.31 -1.66  0.384
H 1.85 -0.59 -0.67  0.364

--- two ---
Entry from the OMol25 dataset: the molecule CH3N3O3 (the ωB97M-V functional and the def2-TZVPD basis).

The calculation puts the HOMO-LUMO gap at 10.52 eV. The structure (SMILES) is NN(C=O)[N+](=O)[O-]. Its net charge is 0. The value obtained for the highest occupied orbital energy is -0.38889 Eh.

Each line ends with the natural charge from an NBO analysis.
CARTESIAN COORDINATES (ANGSTROEM)
C -0.58 -1.18 0.15  0.502
N 0.25 1.13 -0.09  -0.622
N 0.13 -0.20 -0.54  -0.206
N 0.51 -0.67 -1.83  0.635
O -0.76 -1.14 1.32  -0.511
O 0.29 -1.84 -2.10  -0.389
O 0.97 0.17 -2.55  -0.359
H -0.91 -2.04 -0.48  0.172
H -0.26 1.96 -0.55  0.397
H 1.28 1.27 -0.07  0.380

Which of them is most stable, and which least? Most stable: one; least stable: two.

--- one ---
Entry from the OMol25 dataset: a cluster of 12 separate species, C48H96O24S12 in total (the ωB97M-V functional and the def2-TZVPD basis).

The calculation puts the HOMO-LUMO gap at 10.17 eV. The structure (SMILES) is O=S1(=O)CCCC1.O=S1(=O)CCCC1.O=S1(=O)CCCC1.O=S1(=O)CCCC1.O=S1(=O)CCCC1.O=S1(=O)CCCC1.O=S1(=O)CCCC1.O=S1(=O)CCCC1.O=S1(=O)CCCC1.O=S1(=O)CCCC1.O=S1(=O)CCCC1.O=S1(=O)CCCC1. Its net charge is 0. The value obtained for the highest occupied orbital energy is -0.36437 Eh.

Each line ends with the Mulliken charge.
CARTESIAN COORDINATES (ANGSTROEM)
C -5.87 0.30 -0.42  -0.015
C -5.71 1.75 0.00  0.055
C -6.67 2.53 -0.86  -1.139
S -6.60 1.72 -2.45  1.065
O -5.75 2.50 -3.33  -0.580
O -7.94 1.38 -2.78  -0.766
C -5.76 0.25 -1.95  0.111
H -6.86 -0.08 -0.12  0.101
H -5.10 -0.39 -0.08  0.021
H -4.68 2.08 -0.16  -0.300
H -5.90 2.03 1.04  0.497
H -6.32 3.57 -0.87  0.550
H -7.73 2.40 -0.47  0.385
H -4.76 0.15 -2.39  -0.751
H -6.34 -0.57 -2.37  0.738
C -4.36 -5.29 -0.77  -0.645
C -3.57 -6.57 -0.56  -0.845
C -2.24 -6.47 -1.31  -0.735
S -1.76 -4.83 -0.64  0.846
O -0.85 -4.11 -1.57  -0.556
O -1.28 -5.01 0.71  -0.709
C -3.38 -4.11 -0.57  1.068
H -5.21 -5.16 -0.11  0.322
H -4.73 -5.31 -1.78  0.339
H -4.19 -7.44 -0.81  0.479
H -3.29 -6.66 0.50  0.293
H -2.37 -6.40 -2.39  0.329
H -1.49 -7.26 -1.06  0.445
H -3.46 -3.28 -1.33  -0.519
H -3.45 -3.73 0.43  -0.068
C 2.72 1.05 -4.64  -0.548
C 4.13 1.53 -4.98  -1.170
C 5.01 1.03 -3.83  -0.936
S 4.09 1.22 -2.37  0.910
O 4.44 2.42 -1.64  -0.556
O 4.09 -0.09 -1.63  -0.598
C 2.48 1.44 -3.15  1.876
H 2.69 -0.04 -4.87  0.071
H 1.96 1.46 -5.30  0.599
H 4.16 2.60 -5.07  0.347
H 4.53 1.08 -5.87  0.514
H 5.96 1.50 -3.71  0.618
H 5.10 -0.07 -3.92  0.299
H 2.14 2.48 -2.99  -0.613
H 1.75 0.82 -2.63  -1.181
C 2.05 2.86 5.51  -1.052
C 1.95 1.82 6.66  -0.248
C 0.59 1.16 6.56  -0.869
S 0.20 1.20 4.79  1.217
O -0.97 2.01 4.66  -0.787
O 0.27 -0.15 4.29  -0.404
C 1.66 2.15 4.27  0.565
H 3.04 3.28 5.34  0.415
H 1.40 3.74 5.52  0.395
H 2.05 2.34 7.60  0.488
H 2.78 1.13 6.45  0.016
H -0.15 1.71 7.15  0.404
H 0.66 0.12 6.87  0.241
H 1.29 2.82 3.46  0.163
H 2.39 1.48 3.90  -0.446
C -0.47 -1.63 1.49  -0.434
C -1.77 -1.28 0.78  1.735
C -1.85 0.25 0.84  -1.000
S -0.24 0.77 0.41  1.240
O 0.09 1.96 1.13  -0.898
O -0.08 0.81 -1.04  0.259
C 0.65 -0.65 1.06  0.363
H -0.27 -2.68 1.32  0.712
H -0.64 -1.59 2.57  0.113
H -2.64 -1.67 1.28  -0.464
H -1.74 -1.58 -0.29  -0.915
H -2.00 0.48 1.86  0.866
H -2.56 0.75 0.21  -0.365
H 1.21 -0.32 1.92  -0.308
H 1.31 -1.07 0.33  -0.617
C 1.86 -2.48 -1.63  2.154
C 3.06 -2.74 -0.76  0.101
C 4.26 -2.91 -1.63  -1.300
S 3.65 -3.14 -3.37  0.984
O 4.32 -4.25 -3.95  -0.819
O 3.63 -1.93 -4.11  -0.563
C 2.00 -3.40 -2.85  -1.056
H 1.83 -1.44 -1.98  -0.594
H 0.93 -2.70 -1.08  -0.311
H 2.82 -3.77 -0.37  0.657
H 3.28 -2.11 0.07  -0.799
H 4.80 -3.84 -1.46  0.601
H 4.96 -2.08 -1.57  0.484
H 1.84 -4.40 -2.50  0.492
H 1.28 -3.12 -3.65  0.427
C -0.63 -0.33 -4.57  0.853
C -1.69 -0.26 -5.70  -1.052
C -3.05 -0.58 -5.01  -0.188
S -2.66 -1.91 -3.94  1.425
O -2.36 -3.12 -4.67  -0.846
O -3.73 -1.92 -2.90  -0.638
C -1.13 -1.16 -3.41  1.674
H -0.36 0.67 -4.18  -0.714
H 0.25 -0.80 -4.98  0.059
H -1.48 -1.00 -6.43  0.438
H -1.74 0.77 -6.13  0.376
H -3.77 -0.87 -5.75  0.782
H -3.45 0.24 -4.47  -0.505
H -0.46 -1.99 -3.17  -0.343
H -1.33 -0.47 -2.56  -1.365
C -1.57 3.90 -4.63  -0.315
C -0.70 4.40 -3.47  -0.712
C -0.84 3.40 -2.37  0.349
S -2.64 2.98 -2.42  1.360
O -3.30 3.75 -1.37  -0.910
O -2.74 1.50 -2.47  -0.049
C -2.96 3.69 -4.06  -1.090
H -1.13 2.98 -5.01  -0.081
H -1.52 4.69 -5.39  0.530
H -1.06 5.42 -3.19  0.284
H 0.31 4.50 -3.78  0.393
H -0.49 3.82 -1.43  0.334
H -0.31 2.46 -2.41  -0.945
H -3.49 4.65 -3.93  0.428
H -3.55 2.89 -4.49  0.463
C 1.38 -3.90 4.29  -0.552
C 2.38 -4.05 3.24  -1.112
C 2.88 -2.67 3.04  0.185
S 3.41 -2.21 4.66  0.913
O 3.31 -0.78 4.97  -0.494
O 4.60 -2.85 5.07  -0.739
C 2.01 -3.06 5.41  -0.704
H 1.08 -4.85 4.63  0.628
H 0.61 -3.30 3.80  -0.037
H 1.84 -4.36 2.35  0.387
H 3.19 -4.75 3.38  0.489
H 2.03 -2.03 2.82  -0.472
H 3.65 -2.64 2.30  0.639
H 1.27 -2.34 5.73  0.063
H 2.39 -3.72 6.18  0.541
C 4.43 5.16 -0.06  -0.293
C 3.27 4.59 0.85  -0.292
C 2.11 4.30 0.00  0.192
S 2.15 5.39 -1.45  1.027
O 1.13 6.42 -1.46  -0.774
O 2.30 4.47 -2.62  -0.610
C 3.75 6.18 -0.99  -1.109
H 4.92 4.34 -0.52  -0.011
H 5.14 5.75 0.54  0.535
H 3.01 5.34 1.61  0.519
H 3.45 3.64 1.36  -0.321
H 1.15 4.51 0.49  0.717
H 2.15 3.28 -0.37  -0.525
H 3.46 7.08 -0.46  0.389
H 4.26 6.41 -1.91  0.491
C 7.11 1.32 3.05  -0.653
C 6.60 2.22 1.97  -0.522
C 6.02 1.35 0.83  0.793
S 5.22 0.07 1.75  1.304
O 5.61 -1.21 1.26  -0.860
O 3.80 0.34 1.86  -0.234
C 5.93 0.43 3.42  -0.761
H 7.44 1.94 3.88  0.373
H 7.94 0.69 2.68  0.293
H 7.50 2.77 1.63  0.407
H 5.92 3.00 2.31  0.167
H 6.74 0.89 0.22  0.562
H 5.30 1.86 0.20  -1.310
H 6.21 -0.51 3.87  0.440
H 5.07 0.83 3.97  0.083
C -6.08 -0.02 3.46  -0.359
C -7.28 -1.00 3.74  -0.864
C -7.18 -2.14 2.69  -0.639
S -5.42 -2.49 2.78  0.921
O -4.88 -2.85 1.47  -0.569
O -5.17 -3.39 3.87  -0.745
C -4.83 -0.83 3.21  0.714
H -5.86 0.67 4.22  0.501
H -6.34 0.50 2.54  -0.153
H -8.26 -0.50 3.77  0.434
H -7.21 -1.47 4.73  0.343
H -7.37 -1.91 1.61  0.212
H -7.64 -3.09 2.98  0.502
H -4.20 -0.66 2.30  -1.101
H -4.21 -0.82 4.13  0.563

--- two ---
Entry from the OMol25 dataset: a cluster of 12 separate species, C48H96O24S12 in total (the ωB97M-V functional and the def2-TZVPD basis).

The calculation puts the HOMO-LUMO gap at 9.78 eV. The structure (SMILES) is O=S1(=O)CCCC1.O=S1(=O)CCCC1.O=S1(=O)CCCC1.O=S1(=O)CCCC1.O=S1(=O)CCCC1.O=S1(=O)CCCC1.O=S1(=O)CCCC1.O=S1(=O)CCCC1.O=S1(=O)CCCC1.O=S1(=O)CCCC1.O=S1(=O)CCCC1.O=S1(=O)CCCC1. Its net charge is 0. The value obtained for the highest occupied orbital energy is -0.36385 Eh.

Each line ends with the Mulliken charge.
CARTESIAN COORDINATES (ANGSTROEM)
C 0.31 16.84 19.30  0.252
C 0.06 17.75 20.50  -1.028
C -0.42 19.05 19.89  -0.765
S 0.80 19.39 18.58  0.950
O 1.88 20.14 19.18  -0.743
O 0.16 19.86 17.40  -0.275
C 1.23 17.65 18.39  -0.315
H -0.65 16.57 18.86  -0.324
H 0.84 15.91 19.51  0.510
H 0.89 17.85 21.20  0.339
H -0.75 17.37 21.13  0.373
H -0.47 19.88 20.58  0.543
H -1.31 18.87 19.30  0.293
H 2.28 17.57 18.68  0.481
H 1.16 17.32 17.36  -0.206
C -2.94 18.01 12.92  -0.188
C -2.69 19.29 13.72  -0.024
C -2.20 18.89 15.09  -0.568
S -1.86 17.13 15.04  0.901
O -3.02 16.37 15.46  -0.298
O -0.63 16.89 15.72  -0.595
C -1.76 17.10 13.24  -0.423
H -3.01 18.19 11.85  0.751
H -3.80 17.41 13.22  -0.555
H -3.61 19.86 13.74  0.198
H -1.85 19.81 13.28  -0.119
H -2.77 19.05 16.01  0.380
H -1.19 19.26 15.29  0.179
H -1.67 16.09 12.86  -0.280
H -0.89 17.67 12.88  0.347
C -5.88 12.68 15.32  -0.550
C -5.17 14.02 15.06  1.507
C -5.58 14.45 13.67  0.365
S -7.33 14.12 13.59  1.200
O -7.72 13.53 12.33  -0.664
O -8.06 15.26 14.09  -0.711
C -7.34 12.91 14.91  -0.975
H -5.97 12.37 16.36  0.313
H -5.40 11.88 14.76  0.222
H -4.09 13.94 15.13  -1.746
H -5.48 14.75 15.82  0.466
H -5.07 13.81 12.95  -0.330
H -5.48 15.51 13.44  0.046
H -7.86 11.96 14.71  0.446
H -8.04 13.37 15.62  0.449
C -1.14 23.13 16.76  -0.960
C -2.30 23.37 15.78  0.140
C -1.75 24.26 14.73  -0.045
S 0.00 23.89 14.56  1.124
O 0.70 25.09 14.90  -0.735
O 0.28 23.23 13.31  -0.572
C 0.09 22.74 15.93  -0.302
H -1.33 22.35 17.49  0.379
H -0.92 24.08 17.26  0.403
H -3.15 23.84 16.26  0.425
H -2.62 22.38 15.43  -0.186
H -1.79 25.34 14.88  0.316
H -2.18 24.16 13.73  -0.407
H 1.05 22.83 16.42  0.557
H -0.06 21.74 15.54  -0.151
C -6.30 19.29 16.28  0.394
C -6.12 20.73 16.69  -0.065
C -7.49 21.23 16.99  -0.933
S -8.53 20.55 15.68  1.057
O -8.55 21.49 14.60  -0.596
O -9.71 20.04 16.27  -0.695
C -7.39 19.23 15.23  -0.750
H -6.47 18.62 17.13  0.350
H -5.36 18.91 15.87  -0.636
H -5.67 21.30 15.87  -0.186
H -5.42 20.75 17.52  0.466
H -7.60 22.31 17.02  0.461
H -7.85 20.83 17.94  0.384
H -6.95 19.40 14.25  0.300
H -8.00 18.34 15.14  0.470
C -0.45 15.82 9.49  0.726
C 0.80 15.81 8.58  -1.009
C 1.33 17.20 8.33  -0.822
S 0.41 18.30 9.41  1.340
O 0.10 19.52 8.74  -0.702
O 1.04 18.27 10.70  -0.674
C -1.03 17.24 9.46  0.322
H -0.18 15.61 10.53  -0.422
H -1.15 15.03 9.25  -0.093
H 0.59 15.36 7.61  0.350
H 1.50 15.13 9.07  0.309
H 1.04 17.55 7.34  0.349
H 2.39 17.36 8.49  0.484
H -1.47 17.30 8.46  0.544
H -1.79 17.45 10.20  -0.755
C -4.79 13.06 8.42  -0.938
C -5.84 13.26 9.51  -0.309
C -5.90 14.73 9.90  -0.719
S -4.18 15.28 9.87  1.160
O -3.61 15.16 11.19  -0.108
O -4.12 16.56 9.21  -0.828
C -3.61 13.99 8.74  -0.474
H -5.17 13.25 7.41  0.274
H -4.48 12.02 8.42  0.384
H -5.65 12.70 10.44  0.112
H -6.81 12.81 9.27  0.546
H -6.28 14.92 10.89  0.039
H -6.41 15.21 9.07  0.435
H -2.92 13.35 9.31  0.041
H -3.07 14.40 7.90  0.616
C -2.08 11.89 14.10  0.819
C -1.29 10.79 13.38  -1.194
C 0.02 11.40 12.94  -0.545
S -0.48 12.99 12.25  1.301
O -0.76 12.81 10.85  -0.735
O 0.49 13.94 12.71  -0.593
C -2.01 13.14 13.23  1.299
H -1.68 12.06 15.09  -0.547
H -3.12 11.59 14.20  -0.126
H -1.85 10.43 12.51  0.350
H -1.18 9.91 14.02  0.536
H 0.62 10.84 12.22  0.561
H 0.65 11.68 13.79  -0.081
H -2.75 13.27 12.44  -0.410
H -1.94 14.05 13.82  -0.780
C -5.63 25.56 11.72  -0.763
C -7.01 25.24 12.32  -0.645
C -7.08 23.74 12.65  -0.764
S -5.42 23.27 13.11  1.495
O -5.10 22.03 12.46  -0.675
O -5.21 23.33 14.53  -0.711
C -4.57 24.70 12.37  0.086
H -5.41 26.62 11.79  0.400
H -5.66 25.28 10.67  0.307
H -7.84 25.57 11.70  0.434
H -7.09 25.80 13.27  0.266
H -7.28 23.29 11.67  0.339
H -7.72 23.37 13.43  0.367
H -3.79 24.29 11.75  -0.414
H -4.20 25.15 13.29  0.289
C 1.85 14.70 15.86  0.662
C 2.95 14.27 14.86  -0.608
C 3.51 12.90 15.29  -0.924
S 2.92 12.66 16.98  1.156
O 3.98 12.29 17.87  -0.776
O 1.75 11.84 16.86  -0.583
C 2.35 14.36 17.23  -0.488
H 0.95 14.10 15.62  -0.452
H 1.51 15.72 15.66  0.217
H 3.77 15.00 14.94  0.483
H 2.59 14.28 13.84  0.122
H 4.59 12.95 15.43  0.421
H 3.34 12.04 14.65  0.424
H 3.19 14.98 17.54  0.468
H 1.64 14.21 18.04  -0.039
C -0.61 22.94 10.01  -1.001
C -1.41 21.99 10.93  0.555
C -2.45 21.32 10.06  -0.254
S -2.84 22.50 8.73  1.059
O -4.13 23.12 8.94  -0.646
O -2.54 21.91 7.47  -0.660
C -1.58 23.72 9.15  -0.765
H -0.02 22.32 9.32  0.232
H 0.11 23.51 10.60  0.458
H -1.82 22.45 11.83  -0.619
H -0.62 21.35 11.34  0.542
H -3.36 21.24 10.63  0.383
H -2.03 20.47 9.53  -0.035
H -1.92 24.61 9.68  0.283
H -1.19 24.03 8.17  0.525
C -1.13 13.83 17.97  1.099
C -2.56 14.28 17.86  0.562
C -3.43 13.41 18.72  -1.163
S -2.77 11.77 18.48  1.213
O -3.31 11.25 17.26  -0.559
O -2.78 10.99 19.67  -0.786
C -1.06 12.33 18.19  -1.054
H -0.67 14.30 18.84  0.148
H -0.61 14.23 17.10  -0.690
H -2.91 14.10 16.85  -1.012
H -2.74 15.31 18.14  0.461
H -4.51 13.43 18.64  0.485
H -3.25 13.58 19.80  0.404
H -0.78 11.76 17.30  0.245
H -0.53 11.96 19.05  0.628

Which of them is most stable, and which least? Most stable: one; least stable: two.